ORCA calculation (ωB97M-V with the def2-TZVPD basis set) on C22H27Cl3GeP2RuSi as an isolated structure.

Results
Multiplicity   5
LUMO level (spin up / spin down)   -0.4829 / -0.5582 Eh
Total charge   +4
Calculated total energy   -5377.58072 Ha
Expectation value of S²   6.060

XYZ file:
```
57
Properties=species:S:1:pos:R:3:forces:R:3:mulliken_spin:R:1
Ru 1.2190 -0.3471 -1.0581 0.202 1.317 0.113 1.884
C -0.0682 -3.1586 -2.7875 0.101 0.060 0.025 0.021
P -0.5604 -1.6827 -1.8740 0.089 -0.154 0.064 -0.111
C -1.5675 -2.2625 -0.4862 0.078 -0.049 -0.037 0.026
C -1.6629 -0.7002 -2.9042 0.023 -0.073 0.011 0.020
C -2.7445 -1.3142 -3.5347 -0.009 0.058 0.031 -0.001
C -3.6538 -0.5380 -4.2398 0.021 -0.034 0.036 0.001
C -3.4864 0.8400 -4.3173 -0.032 0.010 -0.040 0.002
C -2.4123 1.4546 -3.6909 0.032 0.021 -0.040 -0.008
C -1.4895 0.6827 -2.9884 0.034 -0.079 0.021 -0.020
P -0.0097 1.4180 -2.2825 -0.586 0.126 -0.294 0.010
C -0.5315 2.7531 -1.1712 0.150 -0.038 0.087 0.033
C 0.8271 2.2400 -3.6627 0.205 -0.094 0.139 0.044
H -0.9474 -3.7769 -2.9768 -0.005 0.007 -0.040 0.000
H 0.6432 -3.7381 -2.1987 -0.023 -0.033 0.004 -0.003
H 0.3791 -2.8871 -3.7450 -0.021 -0.003 -0.009 -0.001
H -2.3854 -2.8633 -0.8899 -0.023 0.004 0.016 -0.001
H -1.9882 -1.4147 0.0516 -0.014 0.015 0.002 0.001
H -0.9688 -2.8814 0.1818 -0.009 -0.012 0.003 -0.004
H -2.8917 -2.3864 -3.4808 -0.018 0.010 -0.003 0.000
H -4.5004 -1.0095 -4.7206 0.016 0.000 -0.053 0.000
H -4.1885 1.4370 -4.8845 -0.032 0.004 0.049 0.000
H -2.3030 2.5301 -3.7684 0.018 -0.014 -0.024 0.001
H -1.0387 3.5148 -1.7673 -0.031 0.002 0.004 0.008
H 0.3323 3.2165 -0.6917 0.009 0.009 -0.025 0.002
H -1.2192 2.3698 -0.4197 -0.038 0.000 -0.002 0.000
H 0.1333 2.9872 -4.0543 -0.003 0.018 -0.008 0.006
H 1.0498 1.5221 -4.4488 -0.022 0.014 -0.023 0.002
H 1.7421 2.7400 -3.3433 -0.009 0.007 0.005 0.002
Ge 0.7453 0.2804 1.5447 0.075 -0.318 -0.396 0.034
C 0.9195 -1.2777 2.7379 0.117 0.143 -0.007 0.323
C -0.1718 -1.5853 3.6097 0.245 -0.129 -0.099 0.017
C -0.0676 -2.6337 4.4734 0.146 -0.091 0.037 0.145
C 1.1244 -3.4231 4.4738 0.011 0.078 -0.061 0.252
C 2.1984 -3.1426 3.5752 -0.111 -0.055 0.146 0.146
C 2.0877 -2.1009 2.7039 -0.232 -0.003 0.113 0.021
C 0.7213 1.8123 2.8058 -0.089 -0.032 -0.248 0.336
C 1.8644 2.6608 2.9580 -0.289 -0.001 0.094 0.020
C 1.8204 3.6954 3.8432 -0.176 0.018 0.143 0.168
C 0.6324 3.9153 4.6097 0.006 -0.110 -0.078 0.249
C -0.5197 3.0747 4.4458 0.179 0.143 0.083 0.181
C -0.4664 2.0356 3.5685 0.208 0.104 -0.082 -0.003
H 1.4173 -1.7978 -0.4647 -0.358 -0.621 -0.250 0.080
H -1.0763 -0.9904 3.6171 0.009 0.035 -0.076 0.002
H -0.8737 -2.8654 5.1579 0.061 -0.073 0.048 0.005
H 1.2131 -4.2519 5.1668 -0.013 -0.033 -0.006 -0.004
H 3.0936 -3.7510 3.5932 -0.034 -0.047 0.090 0.006
H 2.9068 -1.8837 2.0304 -0.056 0.063 -0.050 0.007
H 2.7734 2.4968 2.3978 -0.049 -0.074 -0.068 0.000
H 2.6814 4.3386 3.9726 -0.055 0.065 0.095 0.007
H 0.6060 4.7204 5.3353 -0.015 0.034 -0.001 -0.003
H -1.4190 3.2652 5.0176 0.056 0.087 0.063 0.006
H -1.3411 1.4087 3.4531 0.019 -0.041 -0.087 0.002
Cl 4.4507 -2.0650 -1.9096 0.062 0.020 -0.088 0.008
Si 2.9837 -0.9462 -2.6146 -0.363 -0.143 0.579 0.004
Cl 2.7710 0.6085 0.5279 0.577 -0.044 0.118 0.060
Cl 3.2171 -0.3432 -4.4765 -0.031 -0.074 -0.025 0.015
```
Positions in Å, forces in eV/Å.

---

ORCA calculation (ωB97M-V with the def2-TZVPD basis set) on a 13-piece molecular cluster, C43H86O17S4 overall.

Results
LUMO level   0.0032 Eh
Total charge   0
Calculated total energy   -4561.82860 Ha

XYZ file:
```
150
Properties=species:S:1:pos:R:3:forces:R:3:lowdin_charge:R:1
C 0.5087 1.5381 4.9243 -0.288 0.227 -0.252 -0.012
C 0.6671 2.4383 6.1301 0.038 -0.378 0.366 -0.497
O 1.6728 3.0779 6.3076 0.255 0.167 -0.118 0.067
C -0.4598 2.4564 7.1276 -0.122 0.504 -0.173 -0.011
H -0.4152 0.9594 4.9824 0.084 -0.070 -0.046 0.068
H 1.3757 0.8903 4.8059 0.027 -0.029 0.105 0.084
H 0.4600 2.1723 4.0336 -0.012 -0.010 0.031 0.071
H -0.6892 1.4489 7.4731 -0.073 -0.001 0.008 0.083
H -1.3406 2.8816 6.6417 -0.146 -0.225 -0.097 0.076
H -0.2161 3.1223 7.9508 0.151 -0.160 0.120 0.085
C -2.6747 4.0504 2.1435 -0.771 0.401 0.235 -0.025
C -2.4921 4.1780 3.6317 0.296 -0.001 -0.021 -0.495
O -1.4610 4.6067 4.1043 0.048 0.064 0.100 0.051
C -3.5925 3.6452 4.4989 -0.273 -0.572 -0.309 -0.016
H -2.0380 4.7613 1.6267 0.272 -0.273 -0.141 0.087
H -3.7171 4.2728 1.8968 0.091 0.009 -0.081 0.083
H -2.5379 3.0160 1.8325 0.207 0.043 -0.112 0.058
H -4.5349 3.5573 3.9583 -0.020 0.176 0.037 0.080
H -3.7376 4.1978 5.4211 0.209 0.024 0.074 0.089
H -3.3087 2.6075 4.7140 -0.062 0.083 0.299 0.066
C -2.6328 -0.4024 -4.6321 -0.526 -0.062 0.064 -0.022
C -4.0801 -0.2479 -5.0493 0.221 -0.103 -0.199 -0.491
O -4.7159 0.7310 -4.7369 -0.179 0.072 0.167 0.058
C -4.6980 -1.3230 -5.9164 0.107 -0.003 -0.194 -0.013
H -2.0648 -0.9137 -5.4065 0.161 0.083 0.042 0.079
H -2.5926 -1.0052 -3.7205 0.075 -0.018 -0.038 0.065
H -2.2286 0.5745 -4.3845 0.157 -0.022 -0.041 0.077
H -5.4697 -0.8616 -6.5289 -0.046 -0.059 0.007 0.086
H -5.1600 -2.1224 -5.3337 0.043 0.103 0.192 0.080
H -3.9453 -1.7889 -6.5534 -0.041 0.010 -0.017 0.079
C 4.3234 -4.3195 -4.2269 0.054 0.302 -0.124 -0.006
C 4.8462 -3.6580 -2.9769 0.004 -0.182 0.071 -0.497
O 6.0249 -3.6212 -2.7175 0.220 -0.047 0.099 0.068
C 3.8307 -2.9824 -2.1016 -0.667 -0.002 -0.527 -0.013
H 3.4324 -4.9187 -4.0446 -0.046 0.061 -0.006 0.065
H 5.0963 -4.9128 -4.7058 0.076 -0.027 0.065 0.083
H 4.0608 -3.4975 -4.9050 -0.130 -0.161 -0.036 0.090
H 4.2782 -2.6230 -1.1828 -0.014 0.044 0.053 0.065
H 2.9623 -3.6227 -1.9171 0.222 -0.182 0.234 0.082
H 3.4017 -2.1578 -2.6842 0.261 0.211 0.229 0.066
C 0.2370 -2.8637 -4.1517 0.070 -0.498 -0.251 -0.016
C 0.3529 -4.2136 -3.4807 0.522 0.016 -0.036 -0.483
O 0.8699 -5.1668 -4.0259 -0.292 0.283 0.134 0.062
C -0.1261 -4.2814 -2.0510 -0.190 -0.529 0.060 -0.009
H 0.8212 -2.1411 -3.5842 -0.196 0.089 0.116 0.053
H -0.8037 -2.5439 -4.1723 0.021 0.162 0.158 0.065
H 0.6127 -2.9170 -5.1724 0.015 -0.090 0.009 0.090
H 0.0213 -5.2904 -1.6662 0.055 0.038 -0.033 0.091
H -1.1975 -4.0643 -2.0033 0.066 0.214 0.021 0.073
H 0.4148 -3.5880 -1.4045 -0.034 0.138 -0.095 0.059
C 2.2176 -1.4988 2.2131 0.208 -0.249 0.511 -0.009
C 2.2669 -2.9326 1.7313 0.229 0.468 -0.787 -0.484
O 1.3400 -3.4199 1.1252 -0.342 -0.126 0.151 0.053
C 3.5593 -3.6784 1.9132 -0.130 -0.317 0.270 -0.014
H 1.2585 -1.3385 2.7093 0.048 0.117 0.020 0.076
H 2.3057 -0.7843 1.3935 -0.071 -0.185 -0.184 0.051
H 3.0443 -1.3079 2.9016 -0.169 0.098 0.094 0.083
H 3.4814 -4.6743 1.4840 0.014 0.056 -0.146 0.086
H 3.7816 -3.7929 2.9780 0.096 0.184 -0.035 0.089
H 4.3717 -3.1218 1.4429 0.054 0.013 0.063 0.080
C -3.8137 3.1782 -2.6361 0.485 0.136 0.151 -0.010
C -4.1869 2.6104 -1.2922 -0.113 -0.340 -0.448 -0.479
O -3.3693 2.4405 -0.4178 0.252 0.019 0.213 0.049
C -5.6156 2.1648 -1.1247 -0.391 0.549 0.308 -0.009
H -4.4519 4.0161 -2.9153 -0.192 -0.152 -0.077 0.087
H -3.8950 2.3794 -3.3792 -0.225 0.158 -0.046 0.058
H -2.7837 3.5354 -2.6152 0.004 -0.069 0.069 0.082
H -6.2993 2.8619 -1.6148 0.060 -0.096 -0.132 0.083
H -5.8725 2.1459 -0.0660 0.102 -0.224 -0.010 0.086
H -5.7746 1.1781 -1.5579 0.142 -0.045 -0.027 0.075
C 1.3152 4.8059 1.5608 -0.296 0.095 0.214 -0.006
C 2.7352 4.8130 2.0987 -0.822 0.000 0.006 -0.502
O 3.6389 5.2369 1.4236 0.460 0.113 -0.068 0.061
C 2.9434 4.1772 3.4397 0.886 -0.627 -0.221 -0.014
H 1.0094 5.8203 1.2963 0.185 0.003 -0.101 0.090
H 0.5870 4.4477 2.2909 0.097 -0.104 -0.011 0.051
H 1.2733 4.1907 0.6614 0.082 0.014 -0.017 0.073
H 3.8968 4.4726 3.8790 -0.121 0.243 0.020 0.091
H 3.0915 3.1173 3.1702 -0.293 0.018 0.214 0.080
H 2.1373 4.2387 4.1599 -0.150 0.147 -0.078 0.060
C -4.0000 -3.5495 -0.0420 0.081 -0.013 -0.936 -0.006
C -4.4300 -2.2565 -0.7073 -0.565 -0.445 0.601 -0.501
O -4.4351 -1.2348 -0.0636 0.208 0.415 -0.102 0.067
C -4.9886 -2.3176 -2.1069 0.653 0.443 0.043 -0.006
H -4.9039 -4.1231 0.1764 0.017 0.082 0.298 0.095
H -3.4149 -3.3148 0.8394 -0.060 -0.154 0.161 0.065
H -3.4367 -4.1803 -0.7372 0.114 0.086 0.119 0.076
H -5.6857 -3.1455 -2.2053 -0.059 -0.008 -0.145 0.092
H -4.1530 -2.4477 -2.8036 -0.104 -0.302 0.001 0.073
H -5.4269 -1.3488 -2.3377 -0.280 -0.119 -0.018 0.079
C -2.8889 -3.3361 5.4453 -0.103 -0.487 0.208 -0.220
C -2.6931 -2.8863 3.9913 -0.037 -0.461 -0.128 -0.207
C -3.5762 -1.6586 3.7205 0.835 0.494 0.318 -0.208
S -4.1484 -1.0888 5.3282 0.029 -0.025 -0.043 0.653
O -5.4596 -1.6090 5.6001 -0.180 -0.155 -0.058 -0.302
O -3.9092 0.3224 5.4690 0.107 0.261 0.052 -0.330
C -2.9517 -2.0445 6.2344 0.310 0.394 0.087 -0.237
H -2.0768 -3.9632 5.8154 0.074 0.027 -0.217 0.118
H -3.8039 -3.9212 5.5647 -0.063 0.183 0.038 0.119
H -2.8852 -3.6572 3.2462 -0.030 -0.205 0.217 0.105
H -1.6354 -2.6268 3.8966 -0.097 0.195 -0.204 0.108
H -4.4298 -1.7563 3.0587 -0.006 -0.216 -0.053 0.105
H -2.8990 -0.8810 3.3708 -0.474 0.291 -0.221 0.076
H -3.1911 -2.0879 7.2933 -0.313 -0.156 -0.050 0.115
H -2.0154 -1.4832 6.1378 0.004 -0.096 -0.017 0.105
C -0.3093 1.0935 1.0411 0.122 -0.321 0.802 -0.199
C -1.2379 -0.1442 1.0834 0.051 0.253 0.716 -0.186
C -0.9609 -0.9991 -0.1281 0.188 -0.898 -0.833 -0.202
S 0.2478 -0.1724 -1.1866 -1.238 0.129 0.812 0.668
O -0.2699 -0.1610 -2.5328 0.232 0.176 -0.524 -0.330
O 1.5512 -0.7239 -0.9397 0.510 -0.142 -0.069 -0.303
C 0.0348 1.3967 -0.3881 0.110 0.863 -0.760 -0.224
H 0.5804 0.8550 1.6284 0.218 0.158 -0.302 0.089
H -0.7441 1.9677 1.5230 -0.146 -0.046 -0.091 0.095
H -2.2829 0.1574 1.1587 -0.040 -0.040 -0.390 0.102
H -1.0311 -0.7275 1.9850 0.048 0.092 0.020 0.091
H -1.8472 -1.1966 -0.7283 0.012 0.233 -0.097 0.085
H -0.4801 -1.9655 0.0495 -0.083 0.069 0.446 0.080
H -0.7906 1.8634 -0.9359 -0.165 -0.106 0.218 0.103
H 0.8989 2.0485 -0.5092 0.231 -0.288 0.019 0.090
C 1.8446 2.0340 -4.4399 0.236 0.301 0.552 -0.214
C 1.2763 1.0032 -5.4050 -0.473 0.321 -0.455 -0.213
C 2.2197 -0.1999 -5.4992 -0.190 0.688 -0.247 -0.199
S 3.8510 0.4715 -5.1042 -0.402 0.199 0.355 0.673
O 4.7037 0.4150 -6.2584 0.173 -0.021 -0.093 -0.315
O 4.2654 -0.1072 -3.8504 0.241 -0.305 0.162 -0.324
C 3.3282 2.1604 -4.7647 -0.016 -0.129 -0.687 -0.211
H 1.7428 1.7464 -3.3894 -0.076 -0.256 -0.115 0.103
H 1.3419 2.9978 -4.5313 0.017 -0.022 -0.111 0.120
H 1.2190 1.4620 -6.4003 0.193 0.036 0.076 0.119
H 0.2359 0.7603 -5.1847 0.175 -0.337 0.321 0.094
H 2.2305 -0.5498 -6.5275 0.213 -0.380 0.109 0.105
H 2.0069 -0.9822 -4.7838 0.047 -0.070 0.047 0.061
H 3.4917 2.6815 -5.7119 -0.038 0.121 0.121 0.107
H 3.9549 2.5799 -3.9834 0.003 -0.092 0.113 0.098
C 5.8796 -0.0866 0.6081 0.330 -0.130 0.259 -0.216
C 6.6385 1.2352 0.6541 0.461 0.411 -0.352 -0.214
C 5.6014 2.2874 1.0171 -0.497 0.106 -0.075 -0.213
S 4.1847 1.8180 0.0067 0.292 -0.528 0.083 0.673
O 4.1722 2.6009 -1.1959 -0.305 0.328 -0.374 -0.306
O 2.9992 1.7305 0.8351 -0.152 0.171 0.067 -0.335
C 4.7562 0.1566 -0.3795 -0.293 -0.182 0.044 -0.227
H 5.4844 -0.2999 1.6073 -0.071 -0.068 -0.057 0.114
H 6.4874 -0.9389 0.3056 0.087 0.074 -0.044 0.122
H 7.0076 1.4594 -0.3543 -0.036 -0.038 0.040 0.125
H 7.5227 1.2848 1.2890 -0.196 -0.232 0.264 0.118
H 5.8381 3.3187 0.7684 0.075 0.003 -0.007 0.108
H 5.2386 2.2330 2.0441 0.236 -0.067 0.072 0.100
H 5.0942 0.1580 -1.4157 0.030 0.044 0.001 0.100
H 3.9291 -0.5422 -0.2825 -0.166 0.178 -0.053 0.064
```
Positions in Å, forces in eV/Å.

---

ORCA calculation (ωB97M-V with the def2-TZVPD basis set) on a 2-piece molecular cluster, C4H8N2 overall.

Results
LUMO level   0.0113 Eh
Total charge   0
Calculated total energy   -266.48956 Ha

XYZ file:
```
14
Properties=species:S:1:pos:R:3:forces:R:3:lowdin_charge:R:1
C -0.1542 2.8529 -0.3789 3.004 -3.094 2.538 -0.047
C 0.5294 -0.4966 -0.0600 0.093 -1.337 0.350 -0.079
C -0.4914 -0.8402 0.9655 -0.520 0.681 1.609 -0.204
C 1.0588 -1.7884 -0.5995 0.873 1.238 -1.675 -0.174
N -0.8514 1.8835 -0.8108 -1.556 -0.384 -2.277 -0.239
N -1.4168 1.0845 -1.3735 -0.025 0.063 0.476 0.200
H 0.4913 2.4556 0.4399 -0.055 0.560 -0.856 0.073
H -0.4994 3.7864 -0.2737 -1.576 3.155 -0.160 0.011
H -1.4427 -0.3606 0.6933 -0.045 -0.446 -0.631 0.060
H -0.4379 -0.2528 1.9371 0.773 -0.452 -0.952 0.093
H -0.6534 -1.8979 1.2679 0.000 0.359 -0.469 0.072
H 1.6371 -2.0310 0.2581 1.103 -0.230 1.373 0.069
H 0.3913 -2.6433 -0.6130 -0.415 -0.145 -0.460 0.068
H 1.8393 -1.7521 -1.4522 -1.653 0.032 1.134 0.097
```
Positions in Å, forces in eV/Å.